No. 1
Below is a molecular structure, C12H17N4O6S4V, with properties calculated with ωB97M-V with the def2-TZVPD basis set.

Each line ends with the natural charge from an NBO analysis.
Element x y z (Å)
C 0.290 -2.520 -1.267  -0.18
H 1.444 1.329 -3.605  0.38
H -0.980 2.481 -3.308  0.51
S -2.408 -1.371 2.968  -0.23
C 1.385 -3.908 -2.958  0.35
O -1.486 2.840 -2.532  -0.70
H 2.120 -1.130 -0.178  0.39
C -3.160 0.115 3.118  0.00
H -3.965 -0.247 -0.114  0.19
O 2.138 1.787 2.718  -0.63
H 3.406 -0.430 3.092  0.21
V -0.643 -0.023 0.785  1.36
C 2.769 -0.474 2.208  -0.52
N 2.224 -5.181 0.026  -0.43
H 2.195 -1.404 2.207  0.24
H 0.030 0.563 -3.369  0.41
C -0.769 2.473 -1.464  0.79
C 1.682 -4.456 -0.692  0.34
C 3.639 -0.419 0.950  -0.19
C -3.120 0.073 -0.748  -0.26
H -3.209 2.797 3.479  0.19
H -2.475 3.030 1.862  0.20
H -4.118 2.311 2.029  0.19
H -3.279 1.124 -1.045  0.18
S -4.579 0.396 3.939  -0.34
O -2.499 1.125 2.500  -0.57
S 0.069 -2.226 0.446  -0.25
O -1.121 2.702 -0.337  -0.60
C 0.534 1.788 -1.838  -0.35
C -3.115 2.391 2.467  -0.26
N 2.801 -0.370 -0.236  -0.87
H -3.092 -0.550 -1.657  0.20
O 0.673 0.487 1.683  -0.79
S -0.429 -1.519 -2.414  -0.36
O -1.958 -0.049 -0.070  -0.70
H 4.317 -1.294 0.963  0.16
H 1.359 2.477 -1.628  0.22
C 1.798 0.721 2.229  0.83
N 0.499 1.468 -3.265  -0.88
H 3.359 -0.525 -1.071  0.35
H 0.642 0.909 -1.171  0.24
H 4.260 0.488 0.972  0.17
C 1.078 -3.617 -1.630  -0.54
N 1.693 -4.162 -4.043  -0.44

Frontier orbital gap (alpha / beta) in eV: 6.23 / 6.68
Multiplicity: 3
E_tot in a.u.: -3674.79993
HOMO (alpha / beta) in eV: -1.6556 / -2.1018
Energy relative to the best compared isomer or geometry (same formula, charge and spin) in kcal per mole: 54.7
LUMO (alpha / beta) in eV: 4.6 / 4.6
⟨S²⟩: 2.01
Charge: -2

***

No. 2
Below is a single C3H5IO molecule, with properties calculated with ωB97M-V with the def2-TZVPD basis set.

Each line ends with the natural charge from an NBO analysis.
Element x y z (Å)
O 0.188 -1.392 -0.635  -0.68
H 1.496 0.684 0.722  0.23
C -0.303 -0.197 -0.153  0.32
C -1.601 -0.145 0.224  -0.48
H 0.405 1.977 -0.033  0.22
I 1.674 -2.303 0.407  0.39
C 0.805 0.915 -0.110  -0.68
H -1.960 -1.239 0.202  0.24
H 1.293 0.890 -0.989  0.21
H -1.996 0.809 0.366  0.22

Frontier orbital gap in eV: 8.19
SMILES: C=C(C)OI
E_tot in a.u.: -490.15411
HOMO in eV: -9.2593
Energy relative to the best compared isomer or geometry (same formula, charge and spin) in kcal per mole: 36.9
LUMO in eV: -1.1

***

No. 3
Below is a single C8H9BO4 molecule, with properties calculated with ωB97M-V with the def2-TZVPD basis set.

Each line ends with the natural charge from an NBO analysis.
Element x y z (Å)
H 4.023 -0.031 -0.362  0.21
C 2.950 0.232 -0.301  -0.18
H -0.748 2.764 0.030  0.22
H -3.495 -0.708 -0.232  0.49
H 3.536 2.137 0.294  0.21
H 1.073 2.805 0.925  0.21
C 1.441 1.855 0.427  -0.17
C 2.730 1.571 0.099  -0.24
O -2.640 -0.313 -0.437  -0.93
O -0.574 -3.820 0.122  -0.70
B -2.352 1.067 -0.219  1.08
H -4.333 1.508 0.176  0.50
H 0.039 -4.034 -0.608  0.50
C 1.933 -0.635 -0.458  -0.25
C -0.943 1.646 -0.089  -0.51
H -1.663 -2.460 1.141  0.16
O 0.023 -1.694 -0.217  -0.53
C 0.556 -0.441 -0.207  0.36
O -3.489 1.799 -0.023  -0.90
C 0.272 1.038 0.067  -0.08
C -0.688 -2.566 0.529  0.35
H 2.347 -1.719 -0.657  0.21

Frontier orbital gap (alpha / beta) in eV: 6.42 / 7.95
Multiplicity: 3
E_tot in a.u.: -635.93955
HOMO (alpha / beta) in eV: -6.0120 / -9.0354
LUMO (alpha / beta) in eV: 0.4 / -1.1
⟨S²⟩: 2.05

***

No. 4
Below is a single C3H8NOS molecule, with properties calculated with ωB97M-V with the def2-TZVPD basis set.

Each line ends with the natural charge from an NBO analysis.
Element x y z (Å)
H -0.573 1.149 1.326  0.19
H 2.806 -0.144 -0.358  0.23
H -3.042 -1.229 0.755  0.13
H -0.775 -0.544 -1.202  0.21
H 1.534 -0.295 -1.550  0.20
C -1.102 -0.287 -0.197  -0.55
N 1.161 0.846 0.165  -0.64
H -0.782 -1.108 0.439  0.24
H 1.492 0.940 1.115  0.36
O 1.468 -1.563 0.006  -0.28
C 1.726 -0.331 -0.466  -0.01
S -2.903 -0.209 -0.079  -0.03
C -0.322 0.941 0.283  -0.23
H -0.689 1.833 -0.237  0.19

Frontier orbital gap (alpha / beta) in eV: 10.05 / 7.40
Multiplicity: 2
E_tot in a.u.: -647.18542
HOMO (alpha / beta) in eV: -9.1601 / -9.1423
Energy relative to the best compared isomer or geometry (same formula, charge and spin) in kcal per mole: 16.4
LUMO (alpha / beta) in eV: 0.9 / -1.7
⟨S²⟩: 0.75

***

No. 5
Below is a molecular structure, C43H36N3OPSV, with properties calculated with ωB97M-V with the def2-TZVPD basis set.

Each line ends with the Löwdin charge.
Element x y z (Å)
H 2.422 -1.528 1.744  0.12
C -2.088 5.044 -0.330  -0.02
H -5.308 -0.694 -1.788  0.12
O 0.374 -1.612 -1.014  0.06
N -0.353 1.932 0.282  -0.07
H -4.004 1.023 -2.923  0.06
H -0.754 -6.095 1.818  0.14
H -2.013 1.465 -1.900  0.10
H 2.051 5.246 -2.441  0.12
H -3.106 -2.745 3.136  0.13
C -2.046 2.459 -1.469  0.04
H 0.708 3.445 -1.478  0.09
C 2.478 4.256 -2.354  -0.03
C -1.971 1.619 3.234  -0.11
H 4.337 4.856 -3.256  0.13
C 1.257 1.692 1.998  -0.21
H 1.937 3.131 3.437  0.13
V 0.253 0.091 -0.077  0.98
H 3.778 -0.738 3.635  0.13
C -5.204 3.489 -2.887  -0.02
H 0.591 -4.619 0.341  0.14
C -3.427 -0.294 1.005  -0.35
H -5.830 3.313 -3.763  0.10
C -1.263 4.048 0.198  -0.43
C -1.798 2.283 4.439  -0.04
C -1.130 1.658 5.486  -0.03
H -2.230 3.862 -4.648  0.10
H -3.889 3.921 -5.253  0.10
H -4.297 1.578 -4.566  0.10
C -1.477 -2.286 1.810  -0.26
H -3.332 5.136 -4.107  0.09
C -3.742 3.170 -3.232  -0.55
C -4.435 -0.065 1.942  -0.06
C -0.943 -5.030 1.794  0.00
C -1.471 0.324 3.081  -0.36
H -6.545 0.112 2.237  0.13
H -7.103 -0.290 -0.134  0.13
H -2.200 3.279 4.568  0.12
H 5.357 2.600 -3.141  0.13
C 2.931 1.232 3.646  0.00
H -2.956 -0.698 -1.070  0.10
C -2.870 4.714 -1.411  0.02
C -1.980 -4.491 2.565  0.03
H -0.133 -0.122 6.159  0.12
N 3.853 0.424 -2.009  0.19
C 2.803 -0.139 -1.446  -0.11
S -0.127 4.142 1.507  1.23
C 4.359 2.785 -2.767  0.03
H -5.342 4.530 -2.593  0.09
C -3.656 1.716 -3.696  -0.05
C 2.299 1.983 -1.716  -0.17
H -2.526 2.095 2.432  0.12
C -2.867 3.430 -2.009  -0.13
P -1.729 -0.504 1.511  1.16
H -4.205 0.109 2.985  0.12
C 0.041 -1.833 0.158  -0.27
C -2.274 -3.129 2.560  -0.01
H 2.774 -1.190 -1.209  0.15
H 3.541 1.566 4.475  0.13
C -6.068 -0.291 0.183  -0.02
C 0.283 2.518 1.283  -0.54
C -3.264 4.080 -4.373  -0.02
C 2.029 2.118 3.062  0.02
C -3.740 -0.519 -0.339  -0.10
C -5.756 -0.066 1.518  -0.03
H -2.115 6.041 0.091  0.13
H -2.643 1.440 -3.998  0.09
C -0.634 0.368 5.334  -0.04
C 2.297 -0.513 2.102  -0.05
C 3.781 4.034 -2.827  -0.03
H -0.415 -1.310 4.025  0.11
C 1.388 0.365 1.523  -0.16
H -1.012 2.172 6.431  0.13
C -0.186 -4.216 0.977  0.05
H -5.570 2.855 -2.076  0.09
C 3.065 -0.068 3.173  -0.02
C -0.799 -0.303 4.131  -0.07
C -0.466 -2.844 1.010  -0.20
N 1.810 0.740 -1.228  0.02
C -1.254 2.782 -0.368  -0.31
C 1.718 3.247 -1.797  0.01
H 4.702 -0.060 -2.266  0.19
C 3.583 1.781 -2.204  -0.16
H -2.581 -5.156 3.173  0.14
H -3.515 5.479 -1.822  0.13
C -5.061 -0.517 -0.749  -0.05

Frontier orbital gap in eV: 5.60
E_tot in a.u.: -3582.34696
HOMO in eV: -16.2989
Energy relative to the best compared isomer or geometry (same formula, charge and spin) in kcal per mole: 30.6
LUMO in eV: -10.7
Charge: +3

***

No. 6
Below is 2 unconnected molecules or ions with the total composition C2H2ClN, with properties calculated with ωB97M-V with the def2-TZVPD basis set.

Each line ends with the natural charge from an NBO analysis.
Element x y z (Å)
Cl -2.918 -0.521 -0.063  0.33
C 1.763 -0.537 0.200  -0.24
H 2.417 -1.326 0.449  0.23
H 0.336 1.104 -0.489  0.24
N -2.598 0.977 0.159  -0.32
C 1.001 0.303 -0.255  -0.24

Frontier orbital gap (alpha / beta) in eV: 8.67 / 8.68
E_tot in a.u.: -592.12830
HOMO (alpha / beta) in eV: -9.7433 / -9.7516
Energy relative to the best compared isomer or geometry (same formula, charge and spin) in kcal per mole: 125.7
LUMO (alpha / beta) in eV: -1.1 / -1.1

***

No. 7
Below is a single C3H6N2O molecule, with properties calculated with ωB97M-V with the def2-TZVPD basis set.

Each line ends with the natural charge from an NBO analysis.
Element x y z (Å)
C 0.715 -0.611 -0.646  -0.76
H 0.642 -0.497 -1.708  0.23
H 0.391 -1.077 1.657  0.13
N -0.433 0.767 1.086  -0.70
H 1.748 -0.560 -0.281  0.23
N -0.209 1.838 -1.025  -0.69
C -0.057 0.852 -0.242  0.50
H 0.045 1.658 -1.998  0.36
H -1.227 1.291 1.454  0.41
C -0.536 -0.671 1.231  0.56
H 0.445 -1.692 -0.495  0.26
O -1.523 -1.296 0.967  -0.52

Frontier orbital gap in eV: 10.62
SMILES: [H]/N=C(\C)NC=O
E_tot in a.u.: -302.59297
HOMO in eV: -9.9170
Energy relative to the best compared isomer or geometry (same formula, charge and spin) in kcal per mole: 62.8
LUMO in eV: 0.7

***

No. 8
Below is a molecular structure, C12H13BrN5O4Pd, with properties calculated with ωB97M-V with the def2-TZVPD basis set.

Each line ends with the natural charge from an NBO analysis.
Element x y z (Å)
C -0.932 2.878 -2.916  -0.01
C -1.663 1.705 -2.784  -0.23
H -3.407 -1.544 -0.229  0.39
N 1.049 0.415 2.842  -0.53
N 1.213 -1.451 -1.502  -0.49
C 1.857 -2.580 0.934  0.37
C -1.899 1.227 -1.497  -0.13
C 0.704 -3.067 0.224  -0.33
H 0.928 2.321 2.273  0.37
N -0.555 3.644 -1.896  -0.45
H -0.489 3.871 0.141  0.18
C 0.463 -2.467 -1.005  0.05
H 1.277 -2.690 2.743  0.53
Br 2.946 0.649 -1.419  0.05
H -1.678 1.724 0.639  0.24
C -2.805 0.041 -1.414  0.65
H -2.067 1.156 -3.634  0.24
O -3.564 -0.172 -2.361  -0.66
O -0.608 -0.373 1.376  -0.87
N -2.766 -0.753 -0.311  -0.84
Pd 0.560 0.795 0.168  0.24
C -0.761 3.195 -0.680  0.00
H 2.374 1.579 1.831  0.37
H 3.803 -1.679 0.676  0.23
H -2.008 -0.697 0.389  0.45
H 1.851 0.051 3.348  0.38
C 0.094 -0.548 2.475  0.87
H -0.692 3.285 -3.900  0.17
O 2.063 -2.988 2.205  -0.73
H -0.396 -2.702 -1.636  0.20
H 0.049 -3.775 0.754  0.23
N 1.361 1.450 1.916  -0.72
C -1.358 1.937 -0.388  -0.28
C 2.818 -1.840 0.243  -0.37
C 2.293 -1.076 -0.840  0.18
O -0.057 -1.522 3.234  -0.77

Frontier orbital gap in eV: 5.21
E_tot in a.u.: -3741.73653
HOMO in eV: -2.4199
Energy relative to the best compared isomer or geometry (same formula, charge and spin) in kcal per mole: 32.3
LUMO in eV: 2.8
Charge: -1

***

No. 9
Below is a single C4H4O2 molecule, with properties calculated with ωB97M-V with the def2-TZVPD basis set.

Each line ends with the natural charge from an NBO analysis.
Element x y z (Å)
H -2.086 -1.117 0.588  0.47
C 0.038 -0.358 0.497  0.17
O -2.151 -0.202 0.903  -0.68
C 1.027 -1.029 0.250  -0.24
H -0.950 1.509 0.699  0.22
C 1.936 -0.215 -0.591  0.40
C -1.091 0.508 0.267  -0.16
O 1.516 0.492 -1.476  -0.54
H -1.230 0.630 -0.822  0.21
H 2.992 -0.218 -0.313  0.14

Frontier orbital gap in eV: 10.23
SMILES: O=CC#CCO
E_tot in a.u.: -305.14195
HOMO in eV: -10.3029
Energy relative to the best compared isomer or geometry (same formula, charge and spin) in kcal per mole: 86.3
LUMO in eV: -0.1

***

No. 10
Below is a molecular structure, C20H23Cl3OZr, with properties calculated with ωB97M-V with the def2-TZVPD basis set.

Each line ends with the natural charge from an NBO analysis.
Element x y z (Å)
C -0.622 -0.200 2.564  -0.26
H 1.239 -2.594 -2.655  0.20
H -0.214 2.193 0.902  0.49
H 4.128 -1.280 4.666  0.18
C 0.882 2.727 -2.285  -0.63
H -0.507 -2.961 -2.751  0.24
C -1.151 1.139 -2.456  -0.15
H -1.926 3.095 -2.082  0.20
C -1.597 -0.030 4.736  -0.22
C 0.258 1.386 -2.336  -0.05
C 1.867 -0.371 2.272  -0.06
H -3.429 -0.231 -3.141  0.20
C -2.207 2.177 -2.611  -0.63
Cl -2.673 -2.445 -0.847  -0.63
H 2.811 -0.092 -3.497  0.18
C -2.563 -0.895 -3.219  -0.68
C -1.726 0.036 3.313  -0.25
C 3.170 -0.984 4.230  -0.25
H -2.477 0.146 5.366  0.17
H -2.359 2.434 -3.671  0.18
Cl 0.155 -2.070 0.560  -0.52
H 0.360 -2.320 -4.166  0.18
H -2.791 -1.807 -2.580  0.27
H -3.162 1.809 -2.217  0.23
H 1.814 2.684 -1.702  0.20
C 2.041 -0.846 5.040  -0.22
C -1.328 -0.273 -2.661  -0.22
C 0.669 -0.294 3.052  -0.13
O -0.399 1.348 0.462  -1.11
C -0.374 -0.323 5.311  -0.29
C 3.077 -0.732 2.840  -0.30
C 0.791 -0.487 4.500  -0.06
H -2.424 -1.231 -4.247  0.17
Zr -1.278 -0.282 -0.121  1.77
C -0.022 -0.892 -2.630  -0.09
C 2.426 -0.038 -2.466  -0.63
C 0.278 -2.268 -3.069  -0.63
H 2.920 0.819 -1.983  0.20
H 1.799 -0.173 1.200  0.22
H 1.140 3.102 -3.290  0.19
C 0.946 0.137 -2.416  -0.08
H -2.694 0.244 2.854  0.20
Cl -3.552 0.463 0.317  -0.55
H 2.705 -0.975 -1.956  0.21
H 2.092 -1.010 6.119  0.18
H -0.227 -0.441 6.391  0.17
H 0.172 3.428 -1.833  0.21
H 3.961 -0.824 2.194  0.19

Frontier orbital gap in eV: 5.51
E_tot in a.u.: -2278.94165
HOMO in eV: -0.3066
Energy relative to the best compared isomer or geometry (same formula, charge and spin) in kcal per mole: 26.6
LUMO in eV: 5.2
Charge: -2

***

No. 11
Below is a single C4H8N2 molecule, with properties calculated with ωB97M-V with the def2-TZVPD basis set.

Each line ends with the natural charge from an NBO analysis.
Element x y z (Å)
N 2.288 0.787 0.447  -0.81
N -2.194 -0.922 0.320  -0.58
H -2.393 -0.747 1.301  0.36
H 0.975 0.973 -1.172  0.19
H 1.688 1.205 1.161  0.35
H -2.484 0.241 -1.486  0.21
C 1.431 0.174 -0.576  -0.24
C -0.933 -0.466 -0.075  0.15
H 0.692 -1.576 0.582  0.20
C 0.362 -0.716 -0.001  -0.27
H 2.802 0.049 0.924  0.35
H 2.084 -0.389 -1.255  0.19
H -2.258 1.282 0.005  0.20
C -2.079 0.325 -0.482  -0.29

Frontier orbital gap in eV: 9.78
SMILES: NC/C=C1\CN1
E_tot in a.u.: -266.64354
HOMO in eV: -8.7710
Energy relative to the best compared isomer or geometry (same formula, charge and spin) in kcal per mole: 49.2
LUMO in eV: 1.0

***

No. 12
Below is 2 unconnected molecules or ions with the total composition C2H4FP, with properties calculated with ωB97M-V with the def2-TZVPD basis set.

Each line ends with the natural charge from an NBO analysis.
Element x y z (Å)
H 1.165 -0.342 0.834  0.25
H 1.336 1.377 0.440  0.25
C 0.921 0.428 0.098  -0.72
H 1.394 0.165 -0.852  0.25
P -2.010 0.960 -0.213  0.62
F -1.249 -2.043 -0.109  -0.60
H -1.050 -1.107 -0.137  0.55
C -0.507 0.561 -0.061  -0.59

Frontier orbital gap in eV: 10.23
SMILES: CC#P.F
E_tot in a.u.: -519.76274
HOMO in eV: -10.2053
Energy relative to the best compared isomer or geometry (same formula, charge and spin) in kcal per mole: 20.8
LUMO in eV: 0.0